[1]
A cluster of 13 separate species, C127H104O21 in total. Source: OMol25; level of theory: the ωB97M-V functional and the def2-TZVPD basis.

XYZ file:
```
252
Properties=species:S:1:pos:R:3:forces:R:3:lowdin_charge:R:1
C 2.60067 -7.54411 7.90660 0.09 0.54 1.59 -0.072
C 3.77400 -7.24406 8.58720 1.25 2.09 -0.56 -0.054
C 4.53433 -6.14940 8.14365 -0.25 0.51 0.06 0.012
C 4.08715 -5.28131 7.12421 2.11 -1.24 0.34 -0.089
C 2.86235 -5.51259 6.58812 -2.24 -1.75 0.01 -0.101
C 2.08070 -6.63988 7.00508 0.58 0.15 -0.06 0.023
C 2.30340 -4.66247 5.55364 -1.75 1.22 -2.12 -0.258
O 1.13447 -4.77335 5.14187 2.09 0.12 0.86 0.071
C 3.20680 -3.57373 4.98861 0.30 -0.05 0.24 -0.068
C 2.78599 -2.79979 3.91010 -0.07 -0.64 -0.53 -0.006
C 3.52074 -1.72770 3.39743 0.44 -1.17 0.97 -0.032
C 4.72506 -1.45691 4.04941 0.89 0.30 1.35 -0.047
C 5.21333 -2.20483 5.15409 -1.34 -0.58 -1.63 -0.005
C 4.48331 -3.33476 5.53439 0.12 -0.01 0.53 -0.099
C 5.06800 -4.31221 6.50335 2.06 0.95 1.31 -0.220
O 6.29292 -4.27553 6.80161 -3.48 -0.38 -0.70 0.066
H 2.08486 -8.34003 8.42318 -0.78 -0.25 -0.83 0.105
H 4.02065 -7.69200 9.53847 0.23 -0.54 -0.26 0.106
H 5.45503 -5.78454 8.57445 0.23 -0.60 0.41 0.112
H 1.06558 -6.80462 6.67524 0.10 0.30 -0.49 0.114
H 1.97546 -3.21991 3.33310 -0.58 0.47 0.19 0.101
H 3.15534 -1.27198 2.48903 0.27 0.36 0.05 0.100
H 5.42533 -0.66369 3.83299 -0.41 0.42 -0.76 0.103
H 6.17214 -1.96564 5.58984 -0.03 -0.13 0.05 0.115
C 2.01876 -7.57424 -2.79810 -1.22 -0.23 -1.69 -0.063
C 2.92366 -7.31166 -1.82796 1.64 -0.24 1.75 -0.097
C 2.55923 -7.19218 -0.50183 -2.46 0.31 0.12 0.001
C 1.16001 -7.18707 -0.21003 0.86 -0.40 1.13 -0.027
C 0.21243 -7.51761 -1.22350 1.77 1.26 1.25 -0.086
C 0.66100 -7.66308 -2.52391 -0.11 0.19 0.29 -0.004
C -1.21390 -7.53465 -0.89071 0.55 -0.08 0.84 -0.310
O -2.05095 -7.60815 -1.74210 -1.05 -0.06 -1.14 0.126
C -1.59349 -7.53046 0.54749 1.10 0.58 0.30 -0.083
C -2.84455 -7.94921 0.85857 -0.59 -0.98 -1.14 -0.025
C -3.22805 -8.06186 2.15077 -2.35 0.06 0.22 -0.096
C -2.46360 -7.66469 3.18102 1.66 0.36 0.80 -0.054
C -1.14940 -7.22195 2.91623 -0.95 -0.62 0.64 0.020
C -0.71950 -7.17154 1.60239 1.07 0.05 -0.67 -0.066
C 0.74932 -6.91250 1.27665 0.26 -0.46 0.08 -0.230
O 1.56955 -6.62491 2.14355 -1.11 -0.31 -1.53 0.087
H 2.31922 -7.72587 -3.82432 0.23 0.15 -0.11 0.102
H 3.99492 -7.24886 -1.94980 0.09 -0.11 -0.84 0.112
H 3.30429 -7.10434 0.27506 -0.17 0.29 0.13 0.118
H -0.10170 -7.73783 -3.28490 0.17 -0.42 -0.19 0.094
H -3.50869 -8.36598 0.11585 0.07 0.39 -0.39 0.129
H -4.24945 -8.36394 2.32934 -0.06 -0.34 0.19 0.114
H -2.87299 -7.80107 4.17107 0.36 0.28 0.27 0.110
H -0.51710 -7.05914 3.77652 0.42 0.41 -0.31 0.114
C -4.68048 3.31408 -3.03606 -2.33 -0.27 -0.87 -0.082
C -5.60173 4.00618 -3.82710 0.52 0.91 0.05 -0.043
C -5.56000 5.41608 -3.90046 -0.21 -1.55 0.50 0.012
C -4.66206 6.12929 -3.09184 0.99 -0.99 -0.11 -0.086
C -3.81111 5.40801 -2.19518 -0.13 -0.59 0.11 -0.033
C -3.86416 3.99519 -2.21612 1.37 1.23 1.21 -0.028
C -2.84397 6.07412 -1.21537 1.63 -0.02 -0.25 -0.237
O -2.06536 5.47148 -0.45871 -2.03 0.47 -1.26 0.061
C -2.74278 7.57230 -1.33111 -0.81 -0.39 -0.02 -0.085
C -1.99383 8.28737 -0.37791 -0.46 -0.55 -0.37 -0.017
C -2.04003 9.65683 -0.33399 0.76 0.75 -1.34 -0.052
C -2.61906 10.35884 -1.41415 -1.60 -0.91 0.35 -0.039
C -3.44521 9.67271 -2.31844 1.42 -0.89 0.10 0.004
C -3.50018 8.24445 -2.31001 -0.42 1.62 -0.31 -0.054
C -4.44430 7.57510 -3.32054 -1.69 1.82 -0.34 -0.235
O -5.10744 8.21155 -4.18018 2.23 -1.61 2.35 0.072
H -4.81314 2.24775 -2.92777 0.39 -0.20 -0.20 0.113
H -6.33085 3.42891 -4.37623 -0.11 0.18 -0.21 0.105
H -6.30439 5.87896 -4.53134 0.32 0.51 -0.05 0.118
H -3.25649 3.38254 -1.56667 0.32 0.50 0.35 0.090
H -1.34107 7.76416 0.30515 -0.31 -0.28 0.19 0.120
H -1.43703 10.14762 0.41561 -0.10 0.29 0.03 0.107
H -2.62946 11.43222 -1.53305 0.38 0.12 0.41 0.103
H -3.90926 10.25082 -3.10383 -0.30 -0.25 -0.06 0.112
C -2.19711 7.75803 4.14309 1.77 -1.47 2.42 -0.076
C -1.81385 6.41050 4.18768 0.08 -0.57 -0.48 -0.021
C -2.50804 5.42987 3.46742 1.26 1.41 0.52 0.003
C -3.63697 5.80659 2.75470 0.44 0.03 0.76 -0.091
C -4.01313 7.15650 2.72031 0.70 -0.03 1.41 -0.071
C -3.29309 8.10780 3.49994 -2.51 0.34 -2.84 -0.013
C -5.17751 7.62383 1.98565 -1.05 2.41 -1.25 -0.267
O -5.46102 8.84120 1.96105 0.16 -2.68 -0.10 0.080
C -5.92065 6.58227 1.19702 -1.38 0.39 -1.57 -0.057
C -7.01571 6.88938 0.27988 0.18 -0.06 2.14 0.007
C -7.80223 5.91838 -0.31433 1.77 -1.36 -0.31 -0.063
C -7.36760 4.56003 -0.24957 1.38 0.70 1.79 -0.029
C -6.32298 4.21001 0.68500 -1.81 1.86 -1.75 0.017
C -5.58347 5.24326 1.33600 -0.62 -2.77 0.12 -0.083
C -4.42759 4.71424 2.17417 -0.30 0.44 -1.56 -0.258
O -4.10752 3.53008 2.22300 -0.56 1.30 0.15 0.065
H -1.73753 8.47630 4.80588 0.45 0.04 -0.16 0.116
H -0.95939 6.11929 4.78055 0.15 -0.01 -0.03 0.109
H -2.08268 4.44127 3.37718 -0.35 -0.19 0.23 0.109
H -3.59480 9.14427 3.46690 -0.31 -0.04 -0.02 0.125
H -7.43172 7.88412 0.21786 0.59 0.38 0.10 0.112
H -8.66156 6.21886 -0.89542 0.02 -0.09 -0.14 0.104
H -7.76703 3.78298 -0.88443 -0.47 -0.04 0.23 0.096
H -6.20381 3.15538 0.88489 0.71 0.08 -0.02 0.109
C -1.20243 1.22090 1.58549 0.55 -0.62 -0.50 -0.031
C -1.82639 1.70742 0.45689 -0.13 -0.07 -1.18 -0.060
C -1.63982 1.11028 -0.78891 -0.19 -0.24 1.11 -0.007
C -0.80489 -0.00047 -0.88291 -0.51 -0.78 -0.69 -0.101
C -0.26143 -0.61489 0.24812 0.00 0.92 1.66 -0.063
C -0.40549 0.05281 1.49005 -0.68 0.64 -0.27 0.035
C 0.49077 -1.91900 0.24023 1.24 0.10 0.57 -0.248
O 0.86631 -2.46234 1.28054 -0.81 0.69 -1.36 0.084
C 0.94083 -2.39418 -1.10543 0.08 -0.43 0.10 -0.086
C 1.92094 -3.40840 -1.20292 -0.94 0.30 -0.67 0.033
C 2.37768 -3.78259 -2.47593 -0.37 -0.01 1.99 -0.041
C 1.88942 -3.13125 -3.58689 1.11 -1.42 -0.61 -0.104
C 0.88829 -2.22439 -3.51310 -1.17 1.03 0.39 -0.030
C 0.39646 -1.83339 -2.26169 -0.68 1.52 -0.57 -0.049
C -0.61456 -0.63442 -2.21075 -0.67 0.16 -2.53 -0.195
O -1.19705 -0.16312 -3.23173 2.01 -1.77 2.83 0.046
H -1.41787 1.80974 2.46484 0.46 -0.45 0.57 0.094
H -2.47812 2.56812 0.48571 -0.07 0.10 0.37 0.083
H -2.29528 1.41431 -1.59162 0.55 0.04 -0.47 0.101
H 0.10260 -0.32153 2.36647 -0.07 -0.25 0.05 0.102
H 2.18233 -3.90315 -0.27918 0.38 -0.07 -0.03 0.114
H 3.04689 -4.62389 -2.57959 0.27 0.17 -0.09 0.094
H 2.35130 -3.47551 -4.50043 -0.31 0.25 -0.45 0.084
H 0.43371 -1.80488 -4.39841 0.04 0.23 -0.08 0.109
C 6.24498 1.85485 7.32403 -0.80 -0.15 0.66 -0.042
C 6.50224 0.62661 7.99300 0.21 1.70 -1.93 -0.049
C 5.47432 -0.25969 7.98217 -1.26 -0.82 0.34 -0.026
C 4.18600 0.04241 7.44837 -0.21 -2.52 1.31 -0.070
C 3.93977 1.21550 6.79170 0.12 1.01 0.69 -0.103
C 4.97595 2.13184 6.83296 1.20 0.79 -0.73 -0.018
C 2.62364 1.57452 6.19748 -0.09 0.82 -1.23 -0.257
O 2.44005 2.61868 5.56091 0.49 -1.35 1.26 0.089
C 1.58345 0.52477 6.26214 -0.84 -0.26 -1.14 -0.085
C 0.44466 0.71431 5.46474 -0.86 0.02 0.37 0.007
C -0.56599 -0.24631 5.37693 1.27 0.14 0.05 -0.061
C -0.35501 -1.44888 6.02306 -0.16 -0.86 1.88 -0.044
C 0.72400 -1.66459 6.89468 0.93 1.36 -0.98 0.019
C 1.75024 -0.69196 6.92604 0.01 0.05 0.50 -0.075
C 3.03437 -0.95860 7.67724 -0.28 -1.55 0.11 -0.223
O 3.08473 -1.99690 8.35462 0.79 2.10 -0.92 0.076
H 6.91798 2.69114 7.20533 0.58 -0.33 0.30 0.102
H 7.50307 0.36179 8.30060 -0.08 -0.01 0.31 0.109
H 5.67048 -1.22941 8.41524 -0.47 -0.23 0.08 0.119
H 4.88136 3.11598 6.39830 -0.47 -0.01 -0.20 0.117
H 0.27464 1.65870 4.96915 0.33 0.16 -0.02 0.112
H -1.47735 -0.05781 4.82894 0.07 -0.05 -0.17 0.097
H -1.10946 -2.22042 6.06709 -0.25 -0.05 -0.45 0.111
H 0.86387 -2.54069 7.51054 -0.20 -0.20 -0.22 0.117
C 0.37557 4.25931 -2.05827 -0.01 0.07 0.48 -0.072
C 0.04090 3.50060 -3.13719 0.99 -1.09 -1.95 -0.053
C 0.75747 3.62837 -4.34469 -0.71 1.22 -0.40 0.008
C 1.62730 4.71945 -4.56992 0.12 -0.58 0.33 -0.075
C 1.92695 5.51211 -3.44411 0.58 0.49 0.05 -0.073
C 1.35114 5.22728 -2.19446 0.13 0.61 -0.18 0.005
C 2.91394 6.66489 -3.58240 0.11 0.35 0.87 -0.263
O 3.13386 7.47733 -2.69389 -0.53 -0.93 -0.37 0.096
C 3.66484 6.81595 -4.86189 -0.07 0.18 -1.09 -0.076
C 4.61060 7.86116 -5.01024 -0.26 -0.19 -0.15 -0.011
C 5.22336 8.11102 -6.21507 1.00 -1.07 -2.13 -0.063
C 5.04157 7.27939 -7.36957 -1.86 -0.75 2.52 -0.033
C 4.11769 6.23755 -7.18362 0.04 0.12 -0.19 -0.013
C 3.37587 6.01510 -5.98637 0.40 0.14 -0.52 -0.071
C 2.27009 4.97569 -5.93691 -1.59 -2.10 -2.07 -0.194
O 1.83422 4.32752 -6.95461 1.95 2.56 3.52 0.034
H -0.13630 4.04817 -1.13101 0.16 0.32 0.24 0.096
H -0.66673 2.68679 -3.07922 -0.19 -0.02 0.13 0.091
H 0.48727 3.00530 -5.18444 0.15 -0.19 -0.09 0.103
H 1.62145 5.78920 -1.31266 0.23 0.29 -0.15 0.121
H 4.89833 8.53599 -4.21763 -0.40 -0.29 0.42 0.118
H 6.01034 8.84266 -6.32358 -0.18 0.47 0.39 0.100
H 5.50005 7.35789 -8.34428 0.32 0.40 0.24 0.102
H 3.99244 5.57003 -8.02335 -0.44 -0.20 0.05 0.108
C -4.60675 1.13065 4.32915 0.19 0.70 -0.38 -0.062
C -3.66196 1.96825 4.91811 0.06 -1.10 0.74 -0.045
C -3.14983 1.57224 6.15382 0.04 1.20 0.24 -0.036
C -3.61078 0.48515 6.87479 -1.78 -1.02 -0.81 -0.082
C -4.68119 -0.31085 6.29927 1.54 1.79 0.40 -0.048
C -5.13079 0.05012 4.99758 -0.09 -0.88 1.63 0.003
C -5.20381 -1.47107 7.08657 -0.76 -1.16 -2.73 -0.243
O -6.16808 -2.07692 6.58008 1.60 0.73 2.00 0.076
C -4.32196 -1.98727 8.20047 0.27 1.12 0.58 -0.085
C -4.57310 -3.21920 8.73894 1.21 -1.84 0.76 -0.006
C -3.73251 -3.80888 9.74958 -0.73 1.46 -0.49 -0.030
C -2.70450 -3.04560 10.32657 -0.97 -0.08 -1.27 -0.049
C -2.48779 -1.78090 9.78333 0.53 0.93 -0.68 -0.007
C -3.22001 -1.22516 8.72764 -2.41 -1.62 0.00 -0.087
C -2.99206 0.11862 8.18183 3.85 0.89 0.83 -0.256
O -2.05425 0.77582 8.70134 -2.46 -0.61 -1.35 0.067
H -4.96113 1.33637 3.32990 -0.08 0.17 -0.05 0.098
H -3.30615 2.88284 4.46720 -0.07 -0.15 -0.22 0.075
H -2.41564 2.21473 6.61705 0.25 -0.10 0.16 0.120
H -5.94597 -0.49200 4.54154 0.08 -0.30 0.07 0.116
H -5.31201 -3.84929 8.26630 -0.33 0.09 0.15 0.114
H -3.97915 -4.80718 10.07968 0.15 -0.06 0.07 0.098
H -2.05387 -3.40035 11.11221 -0.10 -0.16 0.01 0.106
H -1.64730 -1.17605 10.09015 0.04 0.04 0.37 0.117
C 2.12966 -1.77601 -6.94158 -1.13 0.88 -0.56 -0.038
C 1.33067 -0.48004 -7.19054 0.58 0.60 0.49 -0.510
C 2.03806 0.50673 -8.05579 1.28 0.70 -1.20 -0.070
O 0.05123 -0.78128 -7.72765 0.62 -0.87 0.40 -0.041
H 1.58189 -2.26516 -6.13611 0.29 -0.60 -0.36 0.040
H 3.17457 -1.62673 -6.66957 -0.12 0.29 0.13 0.082
H 2.09438 -2.28804 -7.90318 -0.02 -0.58 0.22 0.085
H 1.25880 0.06084 -6.24694 -0.53 -0.19 0.61 0.124
H 1.50864 1.43513 -8.27000 -0.57 -0.24 0.09 0.066
H 2.34335 0.07572 -9.00928 -0.16 -0.14 -0.23 0.084
H 2.96140 0.89469 -7.62563 0.19 -0.31 0.43 0.079
H -0.36894 0.06770 -7.88349 -0.37 0.41 -0.06 0.033
C 3.52023 1.51845 -2.96861 -0.20 -0.95 1.94 -0.050
C 4.36837 0.54377 -2.10638 0.88 -0.51 -1.85 -0.442
C 4.74602 -0.72004 -2.96245 -0.62 0.78 -0.09 -0.047
O 5.54720 1.24064 -1.66609 -0.35 -0.68 0.06 -0.060
H 2.57432 0.97918 -3.01898 -0.43 0.51 -0.65 0.069
H 3.93517 1.78425 -3.94086 0.10 -0.39 0.04 0.080
H 3.41385 2.42559 -2.37374 -0.32 0.10 -0.15 0.073
H 3.87478 0.10081 -1.24136 -0.26 0.85 0.27 0.128
H 3.94451 -1.45257 -3.05769 -0.16 -0.11 0.84 0.046
H 5.64597 -1.18503 -2.56000 -0.01 -0.06 -0.28 0.081
H 4.78397 -0.44296 -4.01597 0.97 0.29 -0.13 0.066
H 6.11250 1.24704 -2.44197 0.32 0.20 0.00 0.079
C -1.27973 -7.25841 -6.19750 0.21 1.89 0.82 -0.022
C -1.80455 -5.88937 -5.61374 2.38 -0.16 0.18 -0.459
C -0.63334 -5.14432 -4.91892 0.06 -1.08 1.54 -0.054
O -2.18533 -5.05194 -6.64789 -1.24 0.35 -1.44 -0.041
H -0.41079 -6.93610 -6.77122 0.02 -0.34 -0.35 0.067
H -1.97178 -7.81134 -6.83266 -0.06 0.07 0.34 0.077
H -0.89299 -7.80275 -5.33598 -0.27 -0.54 -0.20 0.055
H -2.57804 -6.03971 -4.86060 -0.34 -0.03 -0.13 0.131
H -0.86332 -4.12676 -4.60305 -0.42 0.10 -0.25 0.072
H 0.35535 -5.11678 -5.37701 -0.31 -0.12 -0.82 0.060
H -0.42400 -5.65365 -3.97826 -0.01 -0.02 0.31 0.058
H -1.80364 -4.18095 -6.51637 -0.11 -0.02 -0.02 0.081
C -3.29113 2.53513 -7.75240 -1.90 1.42 -0.42 -0.077
C -2.19330 2.08307 -6.90485 -0.05 0.00 -0.04 -0.502
C -2.71143 0.92095 -6.12579 0.74 -2.17 0.85 -0.050
O -1.11884 1.76696 -7.77762 0.74 -0.92 0.32 -0.052
H -2.95260 3.40934 -8.30851 -0.33 -0.08 -0.55 0.090
H -4.12705 2.86899 -7.13770 -0.07 0.26 0.20 0.083
H -3.73966 1.73795 -8.34522 0.53 0.07 -0.43 0.097
H -1.89025 2.91250 -6.26586 0.15 -0.08 0.40 0.136
H -3.26496 0.17397 -6.69476 -0.58 0.59 -0.66 0.090
H -3.31975 1.19532 -5.26395 0.06 0.29 -0.12 0.079
H -1.97018 0.20694 -5.76685 0.71 0.62 0.50 0.064
H -0.89728 2.53854 -8.30410 -0.01 0.11 0.01 0.102
C 4.80047 -7.24896 -5.87167 0.35 -0.17 -0.37 -0.049
C 4.39650 -5.81354 -6.16804 -1.27 0.87 -0.89 -0.443
C 2.92979 -5.68819 -6.69350 0.52 -0.27 0.65 -0.045
O 4.48527 -4.92185 -5.03630 0.09 -0.51 0.23 -0.069
H 4.01568 -7.94979 -6.15634 -0.26 0.04 0.48 0.073
H 5.13650 -7.38729 -4.84402 -0.26 0.00 0.02 0.077
H 5.62146 -7.56144 -6.51698 0.27 0.19 0.07 0.072
H 5.03458 -5.36090 -6.92702 0.20 -0.35 -0.20 0.128
H 2.25870 -6.03518 -5.90779 -0.02 0.21 0.31 0.050
H 2.64510 -6.31210 -7.54072 0.53 0.07 -0.29 0.082
H 2.73195 -4.63717 -6.90401 -0.17 -0.09 -0.08 0.058
H 5.03719 -4.18188 -5.29979 0.00 0.00 0.13 0.086
```
Forces are in eV/Å.

Kohn-Sham gap = 0.277 hartree
charge = 0
lowest unoccupied orbital energy = -1.64 eV
DFT total energy = -176381.873 eV
F_max = 4.8 eV/A

---

[2]
A structure of composition C12H10BrClN3O8S2. Source: OMol25; level of theory: the ωB97M-V functional and the def2-TZVPD basis.

XYZ file:
```
37
Properties=species:S:1:pos:R:3:forces:R:3:lowdin_charge:R:1
O -3.36854 6.29174 5.41366 -0.02 0.01 -0.01 -0.365
S -3.59128 4.91828 5.74882 0.04 -0.12 -0.10 0.191
O -4.05609 4.61563 7.06857 0.00 0.02 0.01 -0.364
Cl -5.13726 4.32511 4.48476 -0.01 0.02 0.02 0.277
N -2.49838 3.93032 5.18341 0.03 0.12 0.14 -0.470
S -1.14648 3.70871 5.96040 -0.10 0.01 -0.04 0.168
O -1.27493 3.05819 7.23030 0.02 -0.01 -0.01 -0.373
O -0.21899 4.79682 5.85686 0.01 -0.02 0.01 -0.372
Br -0.31176 2.12037 4.59003 0.07 -0.07 0.04 0.365
C -0.09925 0.32752 -2.59660 0.00 0.04 -0.03 -0.091
C 0.51562 1.47551 -2.11408 0.00 -0.03 0.03 -0.064
C 0.06132 2.07230 -0.94761 0.04 0.00 -0.02 -0.001
C -1.00714 1.49734 -0.28604 0.02 -0.01 0.03 -0.138
C -1.64240 0.36107 -0.74941 0.00 -0.05 -0.02 -0.002
C -1.17921 -0.22347 -1.91849 0.01 -0.01 0.00 -0.079
N -1.47845 2.11293 0.97696 0.05 -0.04 0.00 -0.354
O -0.90810 3.11299 1.34979 -0.07 0.06 -0.07 0.061
O -2.39448 1.56310 1.55052 -0.04 0.04 -0.02 0.072
H 0.26099 -0.14370 -3.50206 -0.02 0.02 -0.02 0.088
H 1.35798 1.90348 -2.64110 -0.01 0.01 -0.01 0.106
H 0.52263 2.96113 -0.54351 -0.02 0.00 0.03 0.120
H -2.47545 -0.04760 -0.19715 0.00 0.02 0.02 0.119
H -1.66152 -1.11447 -2.30069 -0.01 0.01 -0.01 0.108
C 2.98272 -4.36801 -1.01619 -0.01 0.00 -0.01 -0.069
C 1.97338 -3.41584 -1.05926 0.01 -0.01 0.00 -0.053
C 1.44363 -3.01926 -2.27692 0.00 0.00 0.02 0.006
C 1.94556 -3.59278 -3.43088 -0.01 0.00 -0.01 -0.142
C 2.95196 -4.54141 -3.41504 0.03 -0.03 0.02 -0.007
C 3.47081 -4.92812 -2.18981 -0.01 0.01 0.00 -0.068
N 1.38878 -3.17507 -4.73308 0.01 0.01 0.05 -0.346
O 0.51514 -2.32958 -4.72854 0.00 -0.02 -0.01 0.065
O 1.83538 -3.69789 -5.73312 0.00 0.00 -0.01 0.078
H 3.39182 -4.67432 -0.06250 0.00 0.00 0.00 0.108
H 1.59608 -2.97670 -0.14572 0.00 0.00 0.00 0.114
H 0.66269 -2.27704 -2.33151 0.00 -0.01 -0.02 0.089
H 3.31421 -4.95946 -4.34200 -0.02 0.01 -0.01 0.117
H 4.25902 -5.66780 -2.15277 0.00 0.00 0.00 0.106
```
Forces are in eV/Å.

Kohn-Sham gap = 0.246 hartree
charge = -1
lowest unoccupied orbital energy = 0.50 eV
DFT total energy = -137687.965 eV
F_max = 0.2 eV/A